[1]
A structure of composition C7H10BrNRh at a distorted geometry. Source: the Open Molecules 2025 dataset; level of theory: the ωB97M-V functional and the def2-TZVPD basis.

```
20
Properties=species:S:1:pos:R:3:forces:R:3:mulliken_spin:R:1
Rh 0.0238 0.1914 0.4416 -0.94 -3.80 6.32 1.964
Br -0.1866 0.1783 3.0050 -0.17 -0.11 1.28 0.164
N -1.3578 -1.2668 0.2431 -0.02 -1.69 1.53 0.800
C -0.1507 2.2860 0.4946 0.36 1.90 -0.58 0.164
C -0.4281 0.9426 -1.3850 -0.07 2.01 -2.27 0.228
C -0.3508 -2.3027 0.1119 -0.31 -1.94 -0.62 -0.180
C 1.1428 1.8886 0.0418 0.87 1.92 -0.85 0.173
C 0.9841 -1.6141 0.0084 0.29 -1.60 -0.76 0.621
C 0.9758 1.0822 -1.1314 1.24 1.81 -2.44 0.099
C -1.1255 1.7030 -0.3778 -0.70 1.27 -1.27 0.119
H -0.3787 -3.0731 0.9206 -0.28 0.56 -0.28 0.015
H 1.7785 0.6236 -1.7055 -0.27 0.20 0.17 -0.108
H -0.5634 -2.8691 -0.8253 -0.01 0.00 0.26 0.058
H -2.2013 1.7786 -0.2702 0.19 -0.01 -0.05 0.012
H 1.6709 -1.8765 0.8161 0.09 0.07 -0.23 0.030
H 2.0922 2.1477 0.5017 -0.23 0.00 -0.14 0.011
H 1.3990 -1.6345 -1.0016 0.30 -0.22 0.28 -0.121
H -2.0860 -1.4432 0.9326 -0.47 -0.34 -0.48 -0.029
H -0.8799 0.3676 -2.1890 0.13 0.18 0.23 -0.030
H -0.3581 2.8905 1.3684 0.03 -0.20 -0.10 0.012
```
Forces are in eV/Å.

Computed properties:
HOMO (spin up / spin down) (eV): -0.45 / -3.89
Relative energy (zero: lowest compared OMol25 entry of this formula, charge and spin) (kcal per mole): 16.5
Charge: -1
LUMO energy (spin up / spin down) (eV): 3.8916 / 2.6182
Spin multiplicity: 5
Orbital gap (spin up / spin down) (eV): 4.34 / 6.51

=====

[2]
An isolated molecule of C7H10ClN at a distorted geometry. Source: the Open Molecules 2025 dataset; level of theory: the ωB97M-V functional and the def2-TZVPD basis.

```
19
Properties=species:S:1:pos:R:3:forces:R:3:lowdin_charge:R:1
Cl -2.9068 -0.3246 -0.0767 -0.60 -0.50 0.45 0.639
N 1.6480 1.0185 -0.0433 -2.58 1.28 -0.26 0.115
C -1.5949 0.8176 -0.3713 4.39 -2.58 2.51 -0.590
C -0.3121 -0.0286 -0.9280 -1.68 1.84 -1.03 -0.237
C 0.1640 -0.7522 0.3217 -0.94 -0.64 1.80 -0.308
C 1.1977 -1.8980 0.0205 -1.30 1.68 3.27 -0.020
C 0.5852 0.5977 0.9979 0.42 -1.60 -3.80 -0.198
C -0.8504 1.3625 0.8812 2.57 -1.95 -1.93 -0.095
C 0.9617 0.8419 -1.1067 -1.50 -1.66 3.13 -0.129
H -2.0870 1.4907 -0.9429 -0.54 2.46 -2.05 0.043
H -1.2661 1.0545 1.7463 -2.00 0.01 2.99 0.066
H 1.2414 1.0466 -2.0361 1.68 1.18 -3.85 0.065
H 1.1630 0.4761 1.8509 0.01 0.18 2.35 0.108
H -0.7240 -0.4303 -1.8654 0.87 -0.82 0.34 0.133
H 0.6766 -2.5823 -0.5191 -1.74 -2.21 -1.68 0.029
H 1.9145 -1.5267 -0.6573 1.60 0.27 0.00 0.059
H 1.4552 -2.4616 0.9702 0.54 1.08 -1.17 0.107
H -0.6910 -1.0439 1.0179 0.94 -0.62 -1.32 0.124
H -0.5749 2.3421 0.7402 -0.13 2.60 0.24 0.089
```
Forces are in eV/Å.

Computed properties:
HOMO (eV): -9.62
Relative energy (zero: lowest compared OMol25 entry of this formula, charge and spin) (kcal per mole): 28.9
SMILES: C[C@@H]1[C@@H]2C=N[C@H]1C[C@@H]2Cl
LUMO energy (eV): 0.9323
Orbital gap (eV): 10.55

=====

[3]
A structure of composition C7H10ClNO4Sn at a distorted geometry. Source: the Open Molecules 2025 dataset; level of theory: the ωB97M-V functional and the def2-TZVPD basis.

```
24
Properties=species:S:1:pos:R:3:forces:R:3:lowdin_charge:R:1
Sn -0.3569 -0.5557 0.0616 -4.00 4.77 0.75 1.220
Cl 0.5876 0.2190 2.7508 -2.05 0.46 3.64 0.834
O 1.5920 -0.0966 1.7653 0.01 0.24 0.68 -0.381
O -0.8067 -0.1877 2.0624 2.35 0.22 1.47 -0.431
O 0.5172 1.6681 3.0691 0.28 -3.17 -0.85 -0.287
O 0.6826 -0.6313 3.9514 0.07 1.88 -2.48 -0.279
N -2.3903 -1.3026 -0.1532 2.17 1.37 -4.00 -0.159
C 0.7995 1.3588 -0.4576 0.04 0.46 -1.74 -0.249
C 1.3219 -2.1343 -0.0633 6.27 -0.25 0.19 -0.169
C 0.7357 1.3546 -1.8887 -2.90 0.55 -0.40 -0.096
C -0.5272 1.6953 0.0443 -1.51 1.03 -1.23 -0.249
C -1.4274 1.8190 -1.0926 2.65 0.17 0.09 -0.130
C 0.0138 -2.4349 -0.1728 -2.08 -5.55 1.12 -0.380
C -0.6756 1.6264 -2.2798 2.31 0.06 1.47 -0.095
H 1.9851 -1.9850 -0.9294 -0.61 0.05 0.24 0.093
H 1.6969 1.4257 0.1290 0.07 -0.07 -0.02 0.104
H 1.8917 -2.2824 0.8553 -0.42 0.13 -0.19 0.079
H -0.7298 2.0199 1.0673 -0.02 -0.25 -0.54 0.103
H 1.5601 1.3125 -2.5924 -0.09 -0.35 0.29 0.095
H -0.4720 -2.9579 0.6817 0.21 0.21 -0.95 0.125
H -1.0055 1.7765 -3.3126 0.02 -0.34 0.54 0.097
H -2.4453 2.1073 -1.0332 -0.72 -0.04 0.12 0.095
H -0.3311 -2.6425 -1.1268 -0.89 -1.02 -1.60 0.059
H -2.2162 -1.1723 -1.3360 -1.18 -0.57 3.40 0.000
```
Forces are in eV/Å.

Computed properties:
HOMO (spin up / spin down) (eV): -8.84 / -7.32
LUMO energy (spin up / spin down) (eV): -0.4700 / -0.5146
Orbital gap (spin up / spin down) (eV): 8.37 / 6.81

=====

[4]
An isolated molecule of C7H10ClO3P. Source: the Open Molecules 2025 dataset; level of theory: the ωB97M-V functional and the def2-TZVPD basis.

```
22
Properties=species:S:1:pos:R:3:forces:R:3:lowdin_charge:R:1
Cl 3.9646 0.0972 -0.1776 -0.03 -0.05 0.04 0.247
P 2.1575 -0.8905 -0.4469 -0.04 0.00 -0.08 0.615
O 2.6096 -2.4293 -0.1730 0.32 0.11 -0.18 -0.336
O -0.4048 -2.7025 0.0668 0.15 0.07 0.01 0.135
O 0.1030 -1.0075 1.4401 -0.23 0.28 -0.20 -0.030
C -1.6043 -0.6882 -0.2987 -0.06 0.19 0.54 -0.112
C 1.5030 0.8854 1.4718 -0.12 0.05 0.13 -0.197
C -1.1979 0.7401 -0.6166 -0.60 0.29 -0.42 -0.255
C -2.3957 1.4930 -1.2055 0.31 -0.12 -0.17 -0.106
C -0.5790 -1.5579 0.3688 0.03 -0.53 -0.20 -0.508
C 1.5015 2.0737 1.6014 -0.16 0.14 -0.14 0.130
C 1.4478 -0.5546 1.2627 0.23 0.03 0.14 -0.484
H -2.7571 0.9644 -2.0867 -0.20 -0.03 -0.02 0.073
H -2.1023 2.4857 -1.5391 0.00 0.13 0.08 0.070
H 3.1324 -2.7286 -0.9322 -0.18 -0.24 0.17 0.057
H -0.8680 1.2687 0.2723 0.26 -0.12 0.08 0.092
H -0.4164 0.7537 -1.3745 0.32 -0.03 0.16 0.100
H -1.9389 -1.2263 -1.1794 -0.02 -0.02 -0.14 0.128
H -2.4537 -0.6422 0.3899 -0.07 -0.08 0.07 0.138
H 1.4300 3.1320 1.6397 0.13 0.09 0.14 0.038
H 2.0735 -1.0564 2.0019 0.07 -0.14 -0.05 0.131
H -3.2047 1.5898 -0.4852 -0.11 -0.02 0.03 0.074
```
Forces are in eV/Å.

Computed properties:
HOMO (eV): -9.51
SMILES: C#C[C@@H](OC(=O)CCC)P(O)Cl
LUMO energy (eV): 0.6238
Orbital gap (eV): 10.13

=====

[5]
An isolated molecule of C7H10FN3O2 at a distorted geometry. Source: the Open Molecules 2025 dataset; level of theory: the ωB97M-V functional and the def2-TZVPD basis.

```
23
Properties=species:S:1:pos:R:3:forces:R:3:lowdin_charge:R:1
F -0.5202 -1.7871 1.4146 0.12 -0.11 0.35 0.069
O -3.3758 -1.5696 -0.5903 -0.19 -0.51 0.08 0.085
O -2.0190 2.6438 0.5705 -0.07 0.60 0.12 0.085
N -0.9267 0.7372 -0.1238 -0.09 0.32 0.48 -0.042
N -3.0974 0.6624 -0.0293 0.00 0.02 0.13 0.225
N -1.3199 -0.4942 -0.6110 2.45 -3.18 0.67 0.119
C -2.6874 -0.6028 -0.4052 0.01 0.22 -0.24 -0.527
C 0.4497 1.1308 -0.2475 -0.11 0.01 0.16 -0.097
C -2.0112 1.5024 0.1912 0.19 -0.16 0.07 -0.493
C 1.3843 0.0917 0.3793 0.01 0.00 -0.17 -0.349
C 2.8301 0.5348 0.1641 -0.18 -0.16 0.10 -0.059
C 1.1284 -1.2977 -0.2277 -0.11 0.13 0.38 -0.113
C -0.2476 -1.7905 0.1076 -2.40 2.64 -1.78 -0.140
H -0.6254 -2.6891 -0.3705 -0.01 0.06 -0.02 0.146
H 0.7078 1.2500 -1.3082 0.01 0.06 0.04 0.138
H 1.1761 0.0213 1.4516 0.00 0.09 -0.09 0.144
H 0.5415 2.0919 0.2634 0.01 -0.05 -0.15 0.142
H 1.2415 -1.2764 -1.3121 -0.02 -0.07 -0.03 0.134
H 1.8497 -2.0091 0.1861 -0.02 -0.04 -0.07 0.129
H 3.1298 1.2367 0.9354 0.08 0.16 0.03 0.082
H 2.9391 1.0201 -0.8043 0.11 -0.01 -0.10 0.081
H 3.5063 -0.3165 0.2016 0.12 -0.02 0.02 0.077
H -4.0537 0.9098 0.1644 0.10 0.00 0.01 0.168
```
Forces are in eV/Å.

Computed properties:
HOMO (eV): -8.64
Relative energy (zero: lowest compared OMol25 entry of this formula, charge and spin) (kcal per mole): 0.0
SMILES: C[C@@H]1C[C@@H](F)n2c(=O)[nH]c(=O)n2C1
LUMO energy (eV): 0.7271
Orbital gap (eV): 9.37

=====

[6]
A structure of composition C7H10FNRu at a distorted geometry. Source: the Open Molecules 2025 dataset; level of theory: the ωB97M-V functional and the def2-TZVPD basis.

```
20
Properties=species:S:1:pos:R:3:forces:R:3:mulliken_spin:R:1
Ru -0.6686 -0.6468 0.4169 -1.59 1.34 -1.26 3.060
F 0.2345 -0.4836 2.1216 0.89 0.25 2.54 0.113
N -2.4007 -0.1752 0.8692 -1.65 -1.21 0.93 0.883
C 1.0752 1.7127 0.1308 -0.31 0.08 -0.38 0.091
C -1.1742 1.6621 -0.3874 1.50 0.19 -1.02 0.134
C -0.4962 0.7493 -1.3054 0.59 1.87 0.77 -0.066
C 1.3982 -1.5526 -0.0129 0.72 -1.61 -0.57 0.328
C 0.2895 -2.4477 -0.0056 0.98 -0.86 0.07 -0.001
C 0.9172 0.8233 -0.9684 -0.38 0.81 -0.41 0.217
C -0.2019 2.1851 0.5200 0.17 -0.06 -0.87 0.127
H -0.0753 -2.8110 -0.9712 0.15 -0.26 0.41 0.034
H -2.1979 1.9940 -0.4970 0.11 -0.43 0.37 0.037
H 0.1218 -3.0351 0.9061 -0.10 0.02 -0.49 0.027
H 1.7081 0.3814 -1.5675 -0.24 0.36 0.22 -0.019
H 1.9540 -1.4216 -0.9469 -0.49 -0.01 0.35 -0.025
H -0.4121 2.8583 1.3502 0.05 -0.30 -0.23 0.010
H -0.8926 0.3626 -2.2245 -0.17 -0.13 -0.15 0.011
H -3.2241 -0.7506 1.1298 0.56 0.12 -0.26 0.047
H 2.0160 -1.4042 0.8740 -0.50 0.09 -0.10 -0.022
H 2.0291 1.9996 0.5681 -0.29 -0.27 0.10 0.012
```
Forces are in eV/Å.

Computed properties:
HOMO (spin up / spin down) (eV): -1.90 / -2.78
Relative energy (zero: lowest compared OMol25 entry of this formula, charge and spin) (kcal per mole): 3.0
Charge: -1
LUMO energy (spin up / spin down) (eV): 4.0937 / 3.1595
Spin multiplicity: 6
Orbital gap (spin up / spin down) (eV): 6.00 / 5.94